[1]
The following is a quantum chemistry calculation of a structure of composition C43H36BrF4N4O2PPrS2, from the Open Molecules 2025 dataset.

The geometry in XYZ format:
```
94
Properties=species:S:1:pos:R:3:forces:R:3:lowdin_spin:R:1
Pr 0.740 -0.488 -0.856 -0.13 -0.11 -1.04 2.04
S 1.731 0.637 -3.245 -0.01 -0.08 0.16 -0.01
C 0.823 2.056 -2.984 0.15 -0.05 -0.34 0.00
N 1.368 3.236 -2.866 -0.07 0.03 0.28 0.00
C 0.511 4.435 -2.843 -0.01 -0.01 0.04 0.00
C -0.662 4.210 -3.760 0.02 -0.01 0.02 0.00
N -1.383 3.004 -3.311 -0.06 0.27 -0.04 0.00
C -2.867 3.079 -3.191 -0.10 0.03 0.15 0.00
C -3.294 3.289 -1.751 0.23 0.01 -0.01 0.00
C -2.900 4.443 -1.075 -0.02 0.02 0.02 0.00
C -3.266 4.643 0.248 0.02 0.03 -0.06 0.00
C -4.040 3.693 0.903 0.01 -0.02 0.00 0.00
C -4.453 2.552 0.228 0.00 -0.01 0.03 0.00
C -4.074 2.346 -1.093 -0.07 0.00 -0.05 0.00
C -0.694 1.970 -2.926 0.01 -0.02 0.04 0.00
S -1.420 0.575 -2.302 -0.03 -0.11 0.09 -0.01
C 2.812 3.420 -2.562 0.06 0.04 0.17 0.00
C 3.057 3.383 -1.064 -0.17 0.01 -0.12 0.00
C 3.221 4.574 -0.371 -0.04 0.06 0.00 0.00
C 3.473 4.576 0.997 0.00 -0.01 0.00 0.00
C 3.575 3.376 1.684 0.02 0.09 0.02 0.00
C 3.412 2.177 1.001 -0.08 -0.03 -0.02 0.00
C 3.139 2.178 -0.359 0.10 0.07 0.18 0.00
H 1.097 5.284 -3.186 0.06 -0.01 -0.03 0.00
H 0.179 4.630 -1.820 0.06 -0.01 0.04 0.00
H -0.350 4.091 -4.799 0.00 -0.05 -0.03 0.00
H -1.335 5.060 -3.705 -0.08 -0.01 0.00 0.00
H -3.299 2.172 -3.609 0.05 -0.04 0.01 0.00
H -3.171 3.919 -3.812 -0.01 -0.04 -0.07 0.00
H -2.344 5.221 -1.592 -0.02 -0.04 0.05 0.00
H -2.980 5.557 0.755 -0.01 -0.05 -0.01 0.00
H -4.343 3.856 1.929 0.00 0.00 -0.04 0.00
H -5.084 1.827 0.726 0.02 0.03 -0.02 0.00
H -4.413 1.463 -1.624 0.03 0.02 0.03 0.00
H 3.103 4.388 -2.962 -0.04 0.01 -0.04 0.00
H 3.374 2.655 -3.083 0.00 -0.08 -0.07 0.00
H 3.178 5.518 -0.905 0.03 -0.04 0.03 0.00
H 3.619 5.514 1.518 -0.02 -0.03 -0.02 0.00
H 3.812 3.377 2.741 -0.01 -0.02 -0.04 0.00
H 3.529 1.243 1.538 0.03 0.02 0.00 0.00
H 3.081 1.238 -0.896 0.19 -0.07 -0.14 0.00
F 1.356 3.614 5.405 0.00 0.02 0.02 0.00
C 1.185 2.553 4.652 0.00 0.07 0.10 0.00
C 1.529 1.298 5.119 0.08 0.02 0.13 0.00
F 2.020 1.154 6.328 0.01 0.01 0.01 0.00
C 1.355 0.192 4.301 0.01 -0.20 -0.02 0.00
F 1.690 -0.993 4.803 -0.04 0.01 -0.07 0.00
C 0.842 0.293 3.016 0.15 -0.09 -0.08 0.00
P 0.665 -1.152 1.905 -0.37 0.13 1.04 -0.01
C 2.026 -2.287 2.225 0.07 0.10 -0.10 0.00
C 1.910 -3.537 2.825 -0.06 -0.04 -0.07 0.00
C 3.046 -4.317 2.996 -0.01 -0.03 0.00 0.00
C 4.288 -3.858 2.575 0.03 -0.02 0.00 0.00
C 4.406 -2.622 1.952 -0.01 0.01 -0.01 0.00
C 3.273 -1.844 1.771 0.00 -0.09 -0.02 0.00
C -0.941 -1.861 2.312 0.12 -0.05 -0.13 0.00
C -1.242 -2.414 3.555 -0.09 -0.01 0.06 0.00
C -2.503 -2.946 3.781 0.03 -0.02 0.03 0.00
C -3.467 -2.921 2.779 -0.02 -0.01 0.04 0.00
C -3.183 -2.349 1.548 -0.04 0.01 -0.09 0.00
C -1.923 -1.822 1.320 0.05 -0.08 0.21 0.00
C 0.485 1.572 2.586 -0.08 0.08 -0.07 0.00
Br -0.346 1.887 0.895 0.01 -0.25 -0.03 0.00
C 0.648 2.686 3.381 -0.09 0.07 -0.15 0.00
F 0.304 3.892 2.948 0.02 -0.04 0.00 0.00
H 0.947 -3.911 3.146 0.01 0.02 0.03 0.00
H 2.959 -5.288 3.466 0.01 0.03 0.00 0.00
H 5.169 -4.468 2.729 -0.04 0.01 0.00 0.00
H 5.373 -2.268 1.620 -0.02 0.00 0.00 0.00
H 3.366 -0.869 1.297 0.04 0.07 0.02 0.00
H -0.507 -2.421 4.351 0.02 -0.02 -0.01 0.00
H -2.735 -3.384 4.743 0.00 0.03 -0.03 0.00
H -4.447 -3.341 2.964 0.05 0.01 0.00 0.00
H -3.943 -2.313 0.776 0.04 0.00 0.03 0.00
H -1.721 -1.347 0.363 -0.02 0.08 -0.18 0.00
O -2.971 -3.474 -3.719 0.03 -0.11 0.06 0.00
C -2.632 -4.826 -3.995 -0.02 0.03 0.10 0.00
N -2.816 -5.700 -2.861 0.03 0.11 0.00 0.00
C -2.050 -5.653 -1.744 0.00 0.03 0.05 0.00
O -2.320 -6.177 -0.688 -0.01 -0.01 -0.09 0.00
C -0.734 -4.905 -1.833 0.05 -0.21 0.00 0.00
C 0.460 -5.602 -1.985 -0.01 0.00 0.00 0.00
C 1.664 -4.917 -1.889 0.02 -0.13 -0.02 0.00
C 1.631 -3.571 -1.608 -0.02 0.17 0.09 0.00
N 0.481 -2.889 -1.447 0.06 0.27 0.04 -0.01
C -0.679 -3.552 -1.582 -0.08 0.17 0.03 0.00
H -3.928 -3.373 -3.762 -0.02 -0.01 -0.04 0.00
H -1.583 -4.815 -4.276 0.07 0.01 -0.06 0.00
H -3.208 -5.227 -4.824 -0.04 0.00 -0.06 0.00
H -3.684 -6.209 -2.765 -0.03 -0.01 0.03 0.00
H 0.447 -6.670 -2.171 0.00 0.03 0.02 0.00
H 2.613 -5.422 -2.013 -0.04 0.01 0.00 0.00
H 2.557 -3.014 -1.497 0.05 0.02 0.01 0.00
H -1.595 -2.985 -1.488 -0.02 0.04 0.02 0.00
```
Positions in Å, forces in eV/Å.

As for the total energy: -6657.097896 a.u. The calculation puts the energy above the lowest of the compared OMol25 structures with the same formula, charge and spin at 21.87 kJ/mol. Its total charge is +3. As for the multiplicity: 3. Its HOMO-LUMO gap (alpha / beta) is 6.619 / 6.667 eV. Its LUMO energy (alpha / beta) is -9.52 / -9.47 eV.


[2]
The following is a quantum chemistry calculation of the ion C43H36F4NSi with charge +1, from the Open Molecules 2025 dataset.

The geometry in XYZ format:
```
85
Properties=species:S:1:pos:R:3:forces:R:3:mulliken_charge:R:1
F 1.020 -3.570 -5.469 -0.66 1.34 1.56 -0.31
C 0.604 -2.609 -4.551 0.60 -0.08 -0.37 0.07
C 0.557 -1.279 -4.979 0.04 -0.18 0.50 -0.77
C 0.144 -0.347 -4.018 0.30 0.82 -0.30 -0.28
F 0.012 0.978 -4.429 0.35 -1.78 0.75 -0.20
C -0.103 -0.668 -2.682 -0.46 -0.37 -0.08 -0.31
C -0.140 -2.035 -2.272 1.00 0.75 -1.85 0.29
C -0.799 -2.394 -0.988 -0.72 1.75 1.15 1.23
C -1.356 -3.773 -0.859 -0.15 -0.84 0.47 0.05
C -2.727 -3.928 -0.511 0.65 0.18 0.17 -0.28
C -3.159 -5.133 0.021 -0.23 -0.33 0.76 0.22
F -4.391 -5.182 0.664 1.60 -0.06 -1.26 -0.31
C -2.317 -6.250 0.080 0.41 0.26 0.04 -0.75
C -1.009 -6.104 -0.417 0.38 -0.57 0.32 -0.05
F -0.139 -7.181 -0.325 -1.27 1.39 -0.15 -0.34
C -0.490 -4.883 -0.861 -0.34 -0.07 0.25 -0.72
C -0.049 -1.990 0.688 -0.96 -2.30 0.20 -0.27
C -0.007 -0.573 0.882 -1.81 1.86 0.11 0.23
N -1.080 0.175 1.254 1.42 -3.05 -0.98 0.74
C -2.235 -0.428 1.954 -0.85 -0.29 -0.05 -0.35
C -3.249 0.734 2.074 -0.04 -0.18 0.39 -0.80
C -2.883 1.731 0.964 0.16 0.24 -0.48 -0.74
C -1.481 1.317 0.430 0.09 0.46 0.00 0.44
Si -0.101 2.605 0.373 0.25 1.78 -0.45 0.63
C 1.682 2.046 0.437 0.36 -0.55 0.16 0.24
C 2.313 1.513 -0.709 0.24 -0.39 0.37 0.14
C 3.591 0.944 -0.620 -0.13 0.25 0.03 -0.75
C 4.282 0.962 0.600 -0.20 0.09 0.04 -0.56
C 3.674 1.505 1.738 0.09 0.07 -0.11 -0.77
C 2.387 2.047 1.655 0.10 -0.30 -0.20 -0.24
C -0.422 3.766 1.787 0.07 0.01 0.05 0.24
C -0.388 5.147 1.552 -0.12 0.08 0.48 -0.50
C -0.592 6.042 2.607 -0.04 -0.19 0.12 -0.68
C -0.845 5.557 3.897 0.09 -0.16 -0.13 -0.61
C -0.882 4.177 4.138 0.05 -0.12 -0.24 -0.97
C -0.661 3.283 3.084 -0.11 0.57 0.13 -0.18
C -0.244 3.421 -1.305 -0.15 -0.09 0.15 0.64
C 0.855 4.170 -1.759 -0.21 0.06 -0.32 -0.11
C 0.841 4.748 -3.029 -0.11 -0.10 0.14 -0.77
C -0.252 4.531 -3.874 -0.10 -0.21 0.19 -0.62
C -1.342 3.771 -3.435 -0.06 0.06 0.16 -0.74
C -1.363 3.251 -2.135 0.50 0.25 -0.35 -0.20
C 1.129 -2.755 1.251 0.27 0.02 -0.17 0.15
C 0.940 -4.020 1.829 -0.39 -0.05 -0.49 -0.18
C 2.028 -4.795 2.219 -0.25 0.04 -0.18 -0.84
C 3.320 -4.296 2.097 -0.46 0.24 -0.20 -0.72
C 3.509 -3.008 1.616 0.12 0.50 -0.43 -0.57
C 2.425 -2.227 1.207 0.09 0.11 -0.77 -0.13
C 0.296 -2.990 -3.236 -0.35 0.00 -0.01 -0.82
H 0.914 -0.967 -5.967 -0.47 -0.19 0.39 0.47
H -0.342 0.145 -1.983 -0.05 -0.38 -0.41 0.58
H -1.651 -1.674 -0.764 0.95 -0.78 -0.86 0.13
H -3.427 -3.096 -0.579 0.24 -0.10 0.17 0.54
H -2.616 -7.159 0.604 0.04 0.20 -0.37 0.48
H 0.581 -4.772 -1.108 -0.76 -0.23 0.33 0.49
H -0.988 -2.460 1.014 0.59 0.47 0.90 0.54
H 0.904 -0.011 0.645 -0.52 -0.12 -0.35 -1.03
H -1.951 -0.844 2.938 0.13 0.22 -0.61 0.41
H -2.671 -1.254 1.349 0.24 0.53 0.31 0.17
H -3.192 1.217 3.068 0.04 -0.31 -0.50 0.35
H -4.272 0.338 1.947 0.46 0.29 0.15 0.37
H -2.919 2.777 1.298 0.07 -0.37 0.02 0.29
H -3.577 1.636 0.124 -0.01 0.09 0.15 0.60
H -1.600 1.007 -0.629 0.07 -0.35 0.63 0.21
H 1.788 1.497 -1.667 0.16 0.05 0.25 0.37
H 4.046 0.490 -1.506 -0.12 0.25 0.32 0.43
H 5.298 0.561 0.660 -0.40 0.08 -0.01 0.45
H 4.207 1.506 2.696 -0.20 0.03 -0.41 0.44
H 1.914 2.460 2.549 0.17 -0.09 -0.21 0.36
H -0.211 5.520 0.542 -0.05 -0.05 0.30 0.34
H -0.556 7.117 2.421 -0.03 -0.33 0.10 0.41
H -1.002 6.251 4.726 0.03 -0.20 -0.31 0.39
H -1.079 3.782 5.138 0.08 0.26 -0.29 0.40
H -0.679 2.206 3.276 0.00 0.26 0.00 0.52
H 1.737 4.284 -1.123 -0.30 0.02 -0.21 0.44
H 1.690 5.350 -3.353 -0.26 -0.18 -0.01 0.42
H -0.248 4.944 -4.882 -0.03 -0.10 0.24 0.41
H -2.183 3.574 -4.102 0.25 0.17 0.16 0.42
H -2.241 2.699 -1.778 0.27 0.18 -0.25 0.28
H -0.073 -4.449 1.851 0.51 0.24 0.16 0.54
H 1.852 -5.823 2.526 0.09 0.20 0.15 0.42
H 4.164 -4.925 2.302 0.28 -0.15 0.22 0.42
H 4.518 -2.622 1.440 -0.34 -0.14 0.28 0.42
H 2.608 -1.253 0.699 -0.03 -0.80 0.60 0.02
H 0.352 -4.054 -3.009 -0.16 0.40 -0.14 0.61
```
Positions in Å, forces in eV/Å.

As for the total energy: -2403.604198 a.u. Its structure (SMILES) is Fc1cc(F)cc(C(c2cc(F)cc(F)c2)[C@H](/C=[N+]2\CCC[C@H]2[Si](c2ccccc2)(c2ccccc2)c2ccccc2)c2ccccc2)c1. Its total charge is +1. Its HOMO-LUMO gap is 7.007 eV. Its LUMO energy is -4.59 eV.


[3]
The following is a quantum chemistry calculation of a structure of composition C43H36N4P2SSe2Sm, from the Open Molecules 2025 dataset.

The geometry in XYZ format:
```
89
Properties=species:S:1:pos:R:3:forces:R:3:lowdin_spin:R:1
Sm 17.158 5.133 11.681 -0.16 0.74 -0.34 5.11
C 22.688 8.279 8.172 -0.39 -2.07 -0.51 0.00
C 22.680 6.761 8.563 -0.17 -0.37 -0.78 0.00
C 24.081 6.074 8.332 -0.39 2.20 0.92 0.00
C 21.722 6.024 7.612 -1.68 2.41 -0.16 0.00
C 22.270 6.629 10.034 -0.28 -0.68 -0.04 0.00
C 23.178 6.964 11.035 0.97 1.26 -1.06 0.00
C 22.937 6.835 12.367 -0.42 -0.29 1.72 0.00
C 21.707 6.268 12.727 -1.89 -0.03 -0.97 0.00
S 21.017 5.947 14.278 0.76 0.00 0.67 0.00
C 19.587 5.287 13.638 1.41 0.33 -2.28 0.00
N 19.545 5.416 12.285 -1.68 -1.22 1.38 -0.01
C 20.666 5.951 11.734 3.47 0.61 3.25 0.00
C 21.047 6.124 10.439 -0.92 -0.04 -1.73 0.00
C 18.571 4.664 14.470 -0.75 0.58 -0.35 0.00
C 18.769 4.478 15.823 2.54 0.61 1.06 0.00
C 17.742 4.228 16.668 -2.20 -0.92 -0.30 0.00
C 16.442 4.162 16.103 -1.17 -1.08 3.02 0.00
C 16.219 4.257 14.770 -0.18 -0.19 -2.19 -0.01
C 17.311 4.474 13.914 -0.09 0.53 -0.56 -0.04
H 23.034 8.380 7.140 -0.09 0.15 0.15 0.00
H 23.319 8.785 8.833 1.12 1.05 0.87 0.00
H 21.686 8.665 8.293 -0.31 0.20 -0.15 0.00
H 24.340 6.212 7.276 0.31 -0.01 0.40 0.00
H 24.064 5.037 8.586 -0.19 -0.77 0.08 0.00
H 24.787 6.568 9.051 -0.12 -0.47 -1.16 0.00
H 21.956 6.171 6.563 0.38 0.37 -0.12 0.00
H 20.632 6.310 7.690 1.08 0.14 0.09 0.00
H 21.720 5.006 7.734 0.25 -2.70 0.64 0.00
H 24.077 7.483 10.687 -0.06 -0.38 0.45 0.00
H 23.660 7.159 13.148 -0.60 -0.33 -0.80 0.00
H 20.288 5.860 9.729 -0.10 -0.10 -0.71 0.00
H 19.790 4.606 16.238 -0.66 -0.25 -0.25 0.00
H 17.813 3.914 17.705 0.45 0.53 -0.11 0.00
H 15.594 3.891 16.824 1.19 0.60 -1.21 0.00
H 15.248 4.129 14.240 0.45 0.12 1.12 0.00
Se 12.816 10.830 12.174 -0.09 -0.30 0.00 0.00
P 12.134 8.859 11.848 0.43 -0.89 0.50 0.00
C 10.914 8.281 13.128 0.00 -0.13 -0.14 0.00
C 9.546 8.483 12.844 0.38 -0.73 0.22 0.00
C 8.616 8.239 13.873 0.98 0.42 -0.93 0.00
C 9.015 7.826 15.139 -0.85 0.37 -0.41 0.00
C 10.351 7.662 15.412 1.14 -0.29 -0.97 0.00
C 11.320 7.818 14.411 -0.42 0.72 -0.94 0.00
C 11.433 8.525 10.183 -0.29 -1.35 1.13 0.00
C 11.103 7.201 9.796 -0.06 1.20 -1.08 0.00
C 10.458 7.024 8.552 0.09 1.11 1.32 0.00
C 10.094 8.152 7.784 0.47 -0.27 1.62 0.00
C 10.389 9.446 8.235 0.44 -1.14 -0.90 0.00
C 11.075 9.601 9.420 0.29 2.01 0.29 0.00
C 13.536 7.643 11.916 -0.54 -0.30 -0.62 0.00
C 14.929 7.815 11.691 -1.82 0.12 0.82 0.00
N 15.371 6.567 11.797 2.45 -0.42 -0.59 -0.02
N 14.435 5.686 11.956 -0.37 -0.62 -0.03 0.00
N 13.275 6.277 12.001 0.17 1.89 0.36 0.00
P 16.241 9.045 11.483 -0.23 0.28 0.75 0.00
Se 18.032 7.973 10.975 0.29 -0.68 0.23 -0.02
C 15.943 10.194 10.153 -0.94 -0.82 -0.35 0.00
C 14.795 10.067 9.365 0.70 0.31 0.10 0.00
C 14.611 10.875 8.260 -1.78 -1.10 1.33 0.00
C 15.455 11.912 8.089 0.68 0.24 -1.10 0.00
C 16.600 12.047 8.831 0.99 -0.33 0.75 0.00
C 16.914 11.121 9.833 -0.71 0.82 -0.72 0.00
C 16.448 9.999 13.024 -0.03 -0.50 1.02 0.00
C 16.673 9.425 14.293 -0.23 -0.51 0.55 0.00
C 16.732 10.165 15.507 1.15 0.53 -2.72 0.00
C 16.760 11.595 15.370 -0.46 -2.00 -0.16 0.00
C 16.569 12.169 14.116 0.24 -0.91 0.55 0.00
C 16.378 11.361 12.987 -0.19 1.14 0.80 0.00
H 9.208 8.677 11.795 0.31 0.21 1.17 0.00
H 7.609 8.472 13.622 -0.83 -0.25 0.16 0.00
H 8.251 7.625 15.888 0.27 0.17 -0.04 0.00
H 10.685 7.375 16.378 0.11 -0.32 0.73 0.00
H 12.379 7.596 14.585 -0.48 0.25 0.12 0.00
H 11.368 6.376 10.437 -0.08 -0.19 0.00 0.00
H 10.133 6.033 8.303 0.01 -0.26 -0.43 0.00
H 9.507 7.985 6.923 -0.35 0.02 -1.02 0.00
H 10.235 10.293 7.591 -0.45 0.23 0.00 0.00
H 11.342 10.628 9.789 -0.28 -1.07 -0.40 0.00
H 14.028 9.382 9.603 -0.51 -0.83 0.31 0.00
H 13.660 10.760 7.734 0.53 0.11 -0.25 0.00
H 15.282 12.492 7.224 -0.01 1.17 -0.57 0.00
H 17.282 12.850 8.619 0.24 0.15 -0.09 0.00
H 17.846 11.134 10.353 0.47 0.22 0.27 0.00
H 16.782 8.337 14.316 -0.02 0.19 0.27 0.00
H 17.073 9.617 16.385 -0.58 0.42 0.08 0.00
H 16.884 12.162 16.268 0.12 0.53 0.19 0.00
H 16.608 13.235 14.004 -0.20 0.30 -0.04 0.00
H 16.081 11.857 12.109 -0.07 0.56 -1.14 0.00
```
Positions in Å, forces in eV/Å.

As for the total energy: -8420.730081 a.u. The calculation puts the energy above the lowest of the compared OMol25 structures with the same formula, charge and spin at 157.85 kJ/mol. Its total charge is +1. As for the multiplicity: 6. Its HOMO-LUMO gap (alpha / beta) is 6.231 / 6.646 eV. Its LUMO energy (alpha / beta) is -3.79 / -3.37 eV.